[1]
{
  "formula": "C53H55ClLuN4O2P2S",
  "method": "wB97M-V/def2-TZVPD",
  "max_force_ev_per_a": 2.611,
  "orbital_gap_ev": 7.16,
  "total_charge": 1,
  "symbols": ["Lu", "Cl", "S", "P", "P", "O", "O", "N", "N", "N", "N", "C", "C", "C", "C", "C", "C", "C", "C", "C", "C", "C", "C", "C", "C", "C", "C", "C", "C", "C", "C", "C", "C", "C", "C", "C", "C", "C", "C", "C", "C", "C", "C", "C", "C", "C", "C", "C", "C", "C", "C", "C", "C", "C", "C", "C", "C", "C", "C", "C", "C", "C", "C", "C", "H", "H", "H", "H", "H", "H", "H", "H", "H", "H", "H", "H", "H", "H", "H", "H", "H", "H", "H", "H", "H", "H", "H", "H", "H", "H", "H", "H", "H", "H", "H", "H", "H", "H", "H", "H", "H", "H", "H", "H", "H", "H", "H", "H", "H", "H", "H", "H", "H", "H", "H", "H", "H", "H", "H"],
  "positions_angstrom": [[-0.276, -0.054, 0.266], [-2.164, -3.033, -2.673], [0.033, -1.130, 5.007], [0.807, 2.679, 0.210], [2.574, -0.134, -0.009], [-0.659, -0.188, -1.839], [0.246, -1.874, -0.746], [-2.316, -1.401, 0.678], [-2.482, 1.256, 0.360], [0.143, -0.416, 2.336], [3.624, 2.429, 0.224], [-2.602, 2.583, 0.399], [4.433, -3.728, 0.760], [0.057, 2.801, 2.862], [5.179, 3.679, -1.185], [-3.509, -0.927, 0.286], [4.342, -3.808, 2.142], [-6.326, 3.221, -0.097], [-0.105, 5.362, -0.054], [4.882, 3.010, 0.006], [4.646, 0.216, -4.119], [2.505, 2.909, -0.547], [7.369, 4.248, -0.358], [3.511, 1.185, 0.940], [5.863, 2.948, 1.000], [-4.849, 1.173, 0.042], [-6.337, -3.735, -1.282], [-5.681, -4.045, 0.073], [-4.482, -3.141, 0.300], [4.803, -0.053, -1.734], [1.244, 3.916, 4.622], [-0.838, 4.982, -2.714], [-7.177, 2.823, 1.121], [3.185, -1.704, 2.181], [2.650, 0.118, -2.786], [5.413, 0.078, -2.971], [-6.689, -3.777, 1.205], [-4.582, -1.770, 0.061], [-0.997, 6.224, -2.116], [-3.264, -3.594, 0.791], [3.262, 0.240, -4.025], [-4.966, 2.560, 0.042], [-5.282, -5.523, 0.097], [7.092, 3.557, 0.813], [1.005, 3.237, 1.934], [-6.222, 4.748, -0.150], [0.064, 4.118, -0.653], [3.908, -2.637, 0.083], [3.710, -2.796, 2.851], [2.178, 4.372, 3.702], [3.292, -1.609, 0.791], [3.413, -0.042, -1.630], [-0.638, 6.412, -0.789], [-0.552, -2.318, -2.959], [-3.619, 0.551, 0.192], [-3.788, 3.270, 0.235], [0.089, -0.735, 3.479], [0.175, 3.139, 4.201], [-0.318, 3.926, -1.981], [6.408, 4.299, -1.354], [-2.219, -2.703, 0.939], [-0.299, -1.400, -1.779], [2.064, 4.038, 2.362], [-7.008, 2.736, -1.385], [2.427, 2.435, -1.539], [3.004, 4.992, 4.028], [-6.812, -2.754, -1.298], [5.654, 2.437, 1.933], [-7.013, -2.735, 1.205], [3.617, -2.859, 3.928], [-1.407, 7.049, -2.685], [-8.161, 3.288, 1.048], [-3.772, 4.349, 0.268], [-7.312, 1.743, 1.183], [-5.607, -3.779, -2.092], [-7.567, -4.411, 1.073], [0.179, -3.120, -2.982], [6.493, 0.076, -3.038], [-7.155, 1.655, -1.391], [-5.825, 5.157, 0.780], [-1.708, 3.147, 0.592], [-0.555, 2.780, 4.914], [-6.153, -6.135, -0.137], [-0.588, -1.785, -3.902], [8.323, 4.740, -0.492], [5.124, 0.314, -5.084], [-5.589, 5.070, -0.979], [7.835, 3.502, 1.599], [6.615, 4.811, -2.285], [-4.923, -5.826, 1.081], [2.810, 4.390, 1.661], [-7.115, -4.472, -1.484], [-1.250, -3.044, 1.284], [-3.104, -4.637, 1.024], [-0.774, 2.186, 2.542], [4.503, 0.796, 1.156], [4.915, -4.522, 0.205], [-1.119, 4.845, -3.750], [-5.738, 0.569, -0.056], [-7.986, 3.209, -1.477], [2.681, -0.926, 2.739], [0.174, 5.507, 0.982], [-6.417, 3.009, -2.261], [-0.765, 7.383, -0.327], [4.463, 3.699, -1.996], [-5.513, -1.367, -0.304], [3.975, -2.593, -0.996], [-7.216, 5.168, -0.303], [2.631, 3.978, -0.715], [-6.246, -3.996, 2.178], [5.414, -0.163, -0.845], [1.572, 0.180, -2.718], [-6.706, 3.162, 2.046], [-4.510, -5.734, -0.646], [1.354, 4.162, 5.670], [2.658, 0.360, -4.916], [-0.218, 2.942, -2.429], [2.978, 1.305, 1.893], [4.756, -4.660, 2.665]],
  "lowdin_charge": [1.432, 0.643, 0.629, 1.018, 1.024, -0.157, -0.162, 0.018, 0.042, -0.131, -0.189, -0.115, -0.073, -0.118, -0.032, -0.192, -0.073, -0.555, -0.076, -0.248, -0.066, -0.320, -0.095, -0.300, -0.030, 0.054, -0.037, -0.553, -0.150, -0.084, -0.061, -0.069, -0.031, -0.105, -0.106, -0.059, -0.029, 0.047, -0.074, 0.013, -0.069, -0.134, -0.054, -0.080, -0.389, -0.058, -0.401, -0.086, -0.064, -0.060, -0.359, -0.366, -0.066, -0.439, -0.176, 0.033, -0.999, -0.061, -0.099, -0.081, -0.106, -0.773, -0.088, -0.035, 0.079, 0.111, 0.078, 0.110, 0.084, 0.111, 0.109, 0.093, 0.114, 0.082, 0.089, 0.093, 0.090, 0.113, 0.079, 0.089, 0.055, 0.112, 0.091, 0.086, 0.103, 0.110, 0.091, 0.107, 0.106, 0.086, 0.109, 0.091, 0.123, 0.116, 0.072, 0.092, 0.108, 0.109, 0.107, 0.092, 0.076, 0.105, 0.095, 0.110, 0.107, 0.107, 0.104, 0.092, 0.100, 0.094, 0.118, 0.079, 0.095, 0.095, 0.111, 0.108, 0.103, 0.086, 0.108]
}

=====

[2]
{
  "formula": "C53H57Cl2N10NiO",
  "method": "wB97M-V/def2-TZVPD",
  "max_force_ev_per_a": 1.289,
  "s2": 2.004,
  "orbital_gap_ev": [8.43, 7.82],
  "spin_multiplicity": 3,
  "relative_energy_ev": 0.000,
  "total_charge": 1,
  "symbols": ["Ni", "Cl", "Cl", "O", "N", "N", "N", "N", "N", "N", "N", "N", "N", "N", "C", "C", "C", "C", "C", "C", "C", "C", "C", "C", "C", "C", "C", "C", "C", "C", "C", "C", "C", "C", "C", "C", "C", "C", "C", "C", "C", "C", "C", "C", "C", "C", "C", "C", "C", "C", "C", "C", "C", "C", "C", "C", "C", "C", "C", "C", "C", "C", "C", "C", "C", "C", "C", "H", "H", "H", "H", "H", "H", "H", "H", "H", "H", "H", "H", "H", "H", "H", "H", "H", "H", "H", "H", "H", "H", "H", "H", "H", "H", "H", "H", "H", "H", "H", "H", "H", "H", "H", "H", "H", "H", "H", "H", "H", "H", "H", "H", "H", "H", "H", "H", "H", "H", "H", "H", "H", "H", "H", "H", "H"],
  "positions_angstrom": [[1.611, 1.943, -2.523], [-4.987, -1.548, 1.987], [-3.149, -3.281, 0.487], [0.818, 1.063, -0.993], [4.266, -3.491, 1.194], [-3.974, -2.290, -2.723], [2.203, 0.115, -3.300], [-0.014, -3.128, 5.678], [3.463, 2.152, -1.451], [-5.013, 1.517, -0.695], [1.152, 3.896, -1.901], [-1.105, 0.505, 7.510], [1.176, -6.050, 0.553], [-0.146, 2.016, -3.692], [3.158, -1.544, 2.008], [4.355, 2.894, 0.649], [1.972, 4.935, -2.045], [-3.031, -3.940, -4.163], [2.958, -2.431, -4.087], [-2.399, 1.285, -3.976], [-2.984, 2.340, 0.238], [2.822, -0.712, -2.447], [-0.034, 4.079, -1.328], [-0.309, -1.979, 3.607], [-1.930, 1.511, 5.505], [4.708, 2.142, -1.931], [1.637, 6.205, -1.623], [-2.584, 2.174, -5.009], [0.475, -2.473, 4.635], [-1.518, 2.987, -5.383], [0.058, 1.229, 1.302], [3.316, -2.915, 1.919], [-3.851, -1.668, 0.628], [-1.645, -2.269, -3.186], [-1.163, 1.246, -3.338], [-2.022, 1.181, 8.195], [-1.772, -3.414, -3.950], [0.429, 6.379, -0.962], [5.799, 2.557, -1.203], [-1.670, -2.225, 3.653], [0.145, -3.886, 0.608], [1.973, -0.319, -4.539], [-3.770, 1.959, -0.828], [3.318, 2.495, -0.180], [-1.313, -3.382, 5.694], [-4.097, -3.349, -3.512], [5.633, 2.927, 0.126], [-3.525, 2.285, 1.517], [0.658, -3.600, -0.646], [-2.765, -1.775, -2.548], [-0.324, 2.873, -4.705], [5.094, -2.695, 0.525], [-2.955, 2.011, 7.598], [-1.053, 0.694, 6.196], [2.319, -1.585, -4.973], [0.436, -5.121, 1.162], [4.041, -0.722, 1.332], [-5.507, 1.451, 0.537], [3.225, -1.977, -2.799], [-4.817, 1.857, 1.674], [-2.190, -2.970, 4.699], [0.060, 0.475, -0.014], [5.030, -1.306, 0.554], [-0.434, 5.300, -0.820], [-2.919, 2.171, 6.223], [1.392, -4.566, -1.311], [1.639, -5.766, -0.656], [-0.817, 0.951, 1.906], [-3.527, 2.262, -5.533], [4.837, 1.763, -2.939], [2.195, -6.559, -1.148], [-0.976, 0.542, -2.535], [-5.314, 1.732, 2.626], [-1.979, 2.709, 0.082], [3.712, -2.651, -2.109], [-5.106, -3.736, -3.605], [-0.675, 3.208, -1.262], [-3.677, 2.541, 8.206], [2.928, -0.316, -1.444], [-3.596, 2.849, 5.717], [0.947, 1.012, 1.902], [-6.506, 1.038, 0.625], [-0.011, 2.315, 1.188], [2.303, 2.558, 0.198], [6.473, 3.224, 0.740], [1.541, -2.259, 4.649], [2.618, -3.545, 2.459], [2.919, 4.727, -2.530], [-3.161, 0.613, -3.606], [6.781, 2.521, -1.656], [0.120, 7.365, -0.638], [-2.333, -1.829, 2.896], [1.881, -4.351, -2.252], [2.327, 7.031, -1.719], [-3.048, -0.957, 0.803], [-1.970, 1.068, 9.272], [1.461, 0.364, -5.208], [-1.637, 3.684, -6.200], [-4.402, -1.440, -0.278], [-3.140, -4.831, -4.767], [-3.398, 1.984, -1.849], [3.201, -3.455, -4.338], [2.127, -1.873, -5.997], [0.374, -0.574, 0.158], [4.125, 3.093, 1.686], [-0.442, -3.160, 1.146], [-0.882, -3.883, -4.351], [-0.639, -1.898, -3.011], [0.543, 3.448, -5.012], [-0.245, 0.177, 5.687], [0.068, -5.395, 2.146], [-1.703, -3.945, 6.537], [-1.417, 5.413, -0.385], [5.688, -0.657, -0.011], [-1.002, 0.322, -0.341], [-3.258, -3.139, 4.734], [-2.893, 2.528, 2.364], [0.100, -1.362, 2.815], [2.365, -1.102, 2.598], [5.862, -3.160, -0.088], [-1.733, 1.760, 4.469], [-2.718, -0.889, -1.917], [0.408, -2.654, -1.116], [3.930, 0.344, 1.482]],
  "lowdin_charge": [0.673, 0.566, 0.600, -0.354, 0.084, 0.066, 0.003, 0.074, 0.004, 0.075, -0.005, 0.066, 0.074, -0.007, -0.065, -0.043, -0.116, -0.053, -0.046, -0.046, -0.078, -0.111, -0.119, -0.101, -0.078, -0.124, -0.035, -0.026, -0.170, -0.036, -0.095, -0.141, -1.016, -0.079, -0.120, -0.148, -0.066, -0.036, -0.046, -0.096, -0.114, -0.118, -0.157, -0.142, -0.142, -0.134, -0.036, -0.072, -0.085, -0.210, -0.120, -0.161, -0.072, -0.158, -0.042, -0.144, -0.079, -0.171, -0.041, -0.085, -0.049, -0.421, -0.076, -0.022, -0.082, -0.075, -0.149, 0.058, 0.122, 0.118, 0.106, 0.089, 0.107, 0.063, 0.104, 0.112, 0.086, 0.103, 0.096, 0.102, 0.063, 0.109, 0.063, 0.100, 0.120, 0.100, 0.101, 0.115, 0.100, 0.115, 0.119, 0.047, 0.075, 0.115, 0.009, 0.106, 0.109, 0.115, 0.004, 0.108, 0.077, 0.119, 0.115, 0.092, 0.119, 0.046, 0.108, 0.087, 0.116, 0.093, 0.112, 0.109, 0.115, 0.097, 0.080, 0.104, 0.097, 0.074, 0.080, 0.107, 0.080, 0.083, 0.079, 0.085]
}

=====

[3]
{
  "formula": "C53H60CsF6N8O5PS7",
  "method": "wB97M-V/def2-TZVPD",
  "max_force_ev_per_a": 4.645,
  "orbital_gap_ev": 4.98,
  "relative_energy_ev": 1.509,
  "total_charge": -2,
  "symbols": ["Cs", "S", "S", "S", "S", "S", "S", "S", "P", "F", "F", "F", "F", "F", "F", "O", "O", "O", "O", "O", "N", "N", "N", "N", "N", "N", "N", "N", "C", "C", "C", "C", "C", "C", "C", "C", "C", "C", "C", "C", "C", "C", "C", "C", "C", "C", "C", "C", "C", "C", "C", "C", "C", "C", "C", "C", "C", "C", "C", "C", "C", "C", "C", "C", "C", "C", "C", "C", "C", "C", "C", "C", "C", "C", "C", "C", "C", "C", "C", "C", "C", "H", "H", "H", "H", "H", "H", "H", "H", "H", "H", "H", "H", "H", "H", "H", "H", "H", "H", "H", "H", "H", "H", "H", "H", "H", "H", "H", "H", "H", "H", "H", "H", "H", "H", "H", "H", "H", "H", "H", "H", "H", "H", "H", "H", "H", "H", "H", "H", "H", "H", "H", "H", "H", "H", "H", "H", "H", "H", "H", "H"],
  "positions_angstrom": [[1.127, -1.226, -0.007], [-0.545, -5.074, -2.287], [-5.469, 0.190, -1.779], [5.161, 5.863, -0.678], [4.428, -1.628, -1.102], [3.391, -3.985, -0.419], [-4.852, -3.378, 0.637], [-2.690, -5.089, 2.273], [0.188, 0.992, 3.374], [6.213, -0.742, 0.603], [3.039, -3.424, 2.169], [7.054, -1.583, -1.207], [6.061, 0.344, -1.268], [4.316, -5.116, 1.714], [2.167, -5.273, 1.451], [2.184, -3.274, -0.794], [-1.627, -2.964, -1.010], [4.432, -1.735, -2.539], [3.480, -0.715, -0.502], [3.687, -5.243, -1.033], [1.448, 0.455, -5.703], [4.631, -2.996, -0.329], [1.423, -1.994, -5.703], [1.349, 2.439, -1.583], [-0.674, -0.751, -5.472], [0.945, -0.763, -3.657], [-1.288, 1.742, -1.743], [0.770, -0.008, 2.378], [3.068, 4.042, -1.064], [-2.547, 1.372, -1.701], [2.125, 5.030, -0.998], [6.770, 3.922, -0.381], [-7.357, 1.873, -1.470], [6.043, -0.875, -0.709], [-1.959, 4.002, -1.301], [-2.239, -4.009, -0.404], [2.609, 2.746, -1.389], [5.487, 3.346, -0.624], [4.507, 4.273, -0.805], [-0.032, 1.291, 6.352], [0.746, 2.813, 3.055], [-0.984, 3.030, -1.517], [-5.882, -4.060, -1.586], [-7.130, 0.551, -1.707], [-0.476, -0.753, -4.005], [-0.022, 3.279, 1.812], [-6.147, 2.608, -1.357], [-4.477, -4.280, -1.705], [-1.547, -4.732, 3.506], [-1.743, -5.328, -1.083], [-6.231, -3.583, -0.354], [-1.861, -4.121, 1.099], [-3.623, 2.273, -1.489], [-2.458, 2.169, 4.095], [-0.751, -3.576, 1.658], [0.677, -0.907, 5.362], [-3.779, -3.968, -0.572], [2.045, -0.779, -6.238], [-3.299, 3.589, -1.301], [0.421, 3.404, -1.447], [-2.200, 0.958, 1.909], [1.565, -1.963, -4.230], [2.208, 1.000, 5.291], [1.584, 0.417, -4.229], [-0.012, -1.946, -6.015], [-2.184, -0.318, 4.002], [-1.997, -6.658, -0.912], [-5.033, 1.832, -1.512], [6.741, 5.279, -0.384], [0.716, 0.622, 5.196], [-1.569, 5.371, -1.085], [-1.209, -7.488, -1.775], [0.011, 0.428, -6.015], [-1.742, 1.021, 3.380], [-0.269, 5.721, -1.029], [2.229, 2.766, 2.634], [-0.379, -6.758, -2.574], [0.545, 3.853, 4.160], [-0.570, -3.911, 3.037], [0.765, 4.731, -1.176], [3.204, -4.460, 1.345], [-6.597, -4.272, -2.374], [-0.013, 2.501, 1.043], [-1.065, 0.943, 6.426], [-0.047, 2.381, 6.270], [-8.345, 2.307, -1.379], [3.320, 1.928, -1.498], [0.247, -3.528, 3.640], [1.939, -0.777, -7.326], [-0.323, -1.292, 5.559], [2.647, 0.402, -3.976], [2.456, 3.620, 1.977], [1.125, 1.307, -3.803], [2.747, 0.630, 4.415], [-3.222, -0.528, 3.715], [-2.125, 2.297, 5.128], [0.020, 6.750, -0.842], [-1.515, 0.324, 1.339], [-2.234, 1.943, 1.434], [3.107, -0.790, -5.986], [0.857, 4.841, 3.787], [0.465, 4.174, 1.405], [0.340, -7.131, -3.293], [2.421, 1.837, 2.084], [2.645, 0.537, 6.186], [-0.502, 3.933, 4.467], [-1.672, -5.141, 4.501], [-7.217, -3.361, 0.031], [1.144, 3.639, 5.047], [-1.058, 3.545, 2.035], [2.364, 2.078, 5.372], [-3.983, -4.660, -2.594], [-0.112, 0.438, -7.101], [-3.210, 0.527, 1.848], [-3.538, 1.959, 4.118], [-2.140, -0.302, 5.094], [1.057, -1.374, 4.447], [-4.075, 4.332, -1.149], [1.320, -1.198, 6.205], [7.553, 5.973, -0.222], [-7.851, -0.240, -1.841], [0.466, 1.037, 7.300], [-0.137, -1.954, -7.101], [-2.713, -7.035, -0.190], [-0.928, 0.145, -3.586], [-2.740, 0.310, -1.869], [-6.110, 3.676, -1.171], [-2.347, 6.115, -0.950], [-0.453, 1.324, -5.600], [2.620, -1.983, -3.969], [7.667, 3.341, -0.207], [1.080, -2.846, -3.810], [-1.566, -1.141, 3.631], [-0.959, -1.633, -3.572], [5.306, 2.277, -0.638], [2.911, 2.816, 3.485], [-0.492, -2.831, -5.597], [-1.259, -8.572, -1.781], [-2.326, 3.121, 3.574], [2.414, 6.051, -0.764], [-0.072, -2.968, 1.092]],
  "lowdin_charge": [1.315, 1.065, 1.083, 1.025, 0.573, 0.577, 0.994, 0.971, 0.715, 0.143, 0.137, 0.138, 0.107, 0.119, 0.157, -0.637, -0.283, -0.280, -0.614, -0.260, -0.088, -0.279, -0.085, 0.165, -0.086, -0.075, 0.163, -0.497, -0.196, -0.072, 0.007, -0.179, -0.199, -0.686, -0.143, -0.670, -0.046, -0.109, -0.470, -0.102, -0.581, -0.162, -0.213, -0.424, -0.156, -0.105, -0.139, -0.128, -0.430, -0.446, -0.462, -0.442, -0.190, -0.096, -0.150, -0.123, -0.438, -0.189, 0.033, -0.167, -0.106, -0.155, -0.116, -0.173, -0.183, -0.100, -0.146, -0.474, -0.437, -0.594, -0.028, -0.215, -0.192, -0.582, -0.034, -0.105, -0.434, -0.095, -0.184, -0.162, -0.679, 0.086, 0.072, 0.054, 0.053, 0.093, 0.114, 0.094, 0.112, 0.056, 0.123, 0.068, 0.100, 0.076, 0.079, 0.052, 0.110, 0.053, 0.050, 0.121, 0.079, 0.074, 0.052, 0.060, 0.072, 0.057, 0.051, 0.047, 0.050, 0.062, 0.049, 0.116, 0.111, 0.081, 0.080, 0.056, 0.049, 0.114, 0.072, 0.057, 0.061, 0.076, 0.112, 0.095, 0.094, 0.111, 0.100, 0.108, 0.118, 0.099, 0.103, 0.110, 0.066, 0.128, 0.095, 0.058, 0.122, 0.081, 0.053, 0.102, -0.044]
}